186
Properties=species:S:1:pos:R:3 method="wB97M-V/def2-TZVPD" homo_lumo_gap_ha=0.3188 multiplicity=1 relative_energy_kj_mol=885.9 e_tot_ev=-92772.0936 smiles=COCCNCCOC.COCCNCCOC.COCCNCCOC.COCCNCCOC.COCCNCCOC.COCCNCCOC.COCCNCCOC.CCO.CCO charge=0
C 0.334 4.421 -6.566
O 1.228 4.033 -5.518
C 0.705 3.082 -4.612
C 1.910 2.540 -3.798
N 2.991 1.843 -4.517
C 4.124 1.328 -3.730
C 3.806 0.520 -2.531
O 5.020 -0.027 -1.994
C 4.957 -0.534 -0.645
H -0.682 4.380 -6.173
H 0.712 3.747 -7.335
H 0.433 5.481 -6.802
H 0.118 2.259 -5.019
H 0.077 3.641 -3.918
H 1.558 1.894 -2.994
H 2.495 3.345 -3.352
H 3.272 2.348 -5.346
H 4.576 2.221 -3.296
H 4.936 1.047 -4.400
H 3.038 -0.217 -2.767
H 3.318 1.228 -1.861
H 4.564 0.337 -0.121
H 5.894 -0.814 -0.163
H 4.233 -1.347 -0.594
C 8.657 6.574 8.819
O 7.581 7.338 8.467
C 6.628 6.534 7.789
C 7.045 6.353 6.265
N 5.947 5.877 5.311
C 5.015 7.003 5.005
C 3.807 6.622 4.210
O 2.903 5.833 4.942
C 3.001 4.468 4.638
H 9.414 7.344 8.969
H 9.122 6.153 7.928
H 8.617 5.833 9.617
H 5.644 7.002 7.808
H 6.436 5.578 8.277
H 7.919 5.702 6.233
H 7.521 7.288 5.969
H 5.357 5.209 5.785
H 5.538 7.820 4.509
H 4.723 7.483 5.939
H 4.167 6.201 3.271
H 3.188 7.410 3.781
H 2.884 4.326 3.564
H 2.124 3.901 4.950
H 3.942 4.105 5.053
C 2.089 -4.022 2.739
O 2.035 -3.826 1.317
C 2.891 -4.774 0.680
C 3.191 -4.190 -0.729
N 4.056 -5.225 -1.382
C 4.491 -4.724 -2.747
C 5.681 -3.727 -2.633
O 6.848 -4.361 -1.889
C 7.925 -3.437 -1.791
H 3.043 -4.297 3.189
H 1.450 -4.790 3.174
H 1.772 -3.159 3.324
H 2.344 -5.694 0.473
H 3.799 -4.990 1.242
H 3.836 -3.317 -0.634
H 2.388 -3.832 -1.372
H 4.956 -5.298 -0.930
H 3.737 -4.209 -3.342
H 4.816 -5.619 -3.277
H 5.322 -2.739 -2.346
H 6.137 -3.610 -3.616
H 8.357 -3.142 -2.748
H 8.701 -3.978 -1.251
H 7.703 -2.546 -1.204
C -2.875 -0.979 -2.755
O -2.042 -0.097 -3.543
C -0.656 0.106 -3.140
C 0.037 -0.568 -2.040
N 0.286 0.278 -0.876
C 0.716 -0.697 0.206
C 1.425 0.214 1.345
O 2.443 1.052 0.730
C 3.008 2.016 1.618
H -3.907 -0.735 -3.005
H -2.658 -0.897 -1.690
H -2.643 -1.993 -3.083
H -0.575 1.179 -2.968
H 0.041 -0.015 -3.970
H 0.874 -1.084 -2.511
H -0.637 -1.330 -1.650
H 1.166 0.773 -0.847
H 1.405 -1.419 -0.232
H -0.194 -1.214 0.508
H 1.936 -0.351 2.124
H 0.687 0.707 1.978
H 3.215 1.635 2.618
H 2.483 2.968 1.694
H 4.038 2.123 1.279
C -5.343 2.474 -6.214
O -5.087 1.071 -5.902
C -3.929 0.334 -6.369
C -3.390 0.623 -7.810
N -4.526 0.600 -8.797
C -4.746 -0.867 -8.971
C -5.864 -1.103 -10.002
O -6.277 -2.424 -10.087
C -7.650 -2.599 -10.358
H -5.525 2.493 -7.289
H -4.504 3.125 -5.968
H -6.258 2.883 -5.786
H -4.234 -0.681 -6.114
H -3.083 0.433 -5.689
H -2.627 -0.097 -8.104
H -2.845 1.563 -7.893
H -5.358 0.942 -8.339
H -5.078 -1.328 -8.041
H -3.805 -1.230 -9.385
H -5.347 -0.848 -10.928
H -6.630 -0.331 -9.929
H -7.790 -2.144 -11.338
H -8.297 -2.159 -9.598
H -7.779 -3.680 -10.418
C 1.277 -1.667 10.644
O 0.987 -0.472 9.932
C 0.330 0.577 10.602
C 0.061 1.652 9.578
N -1.098 1.524 8.729
C -0.938 0.571 7.591
C -0.100 1.181 6.406
O 0.208 0.229 5.406
C -0.913 -0.207 4.653
H 0.415 -2.320 10.502
H 1.650 -1.581 11.664
H 2.126 -1.978 10.036
H 0.904 1.025 11.413
H -0.586 0.220 11.073
H 0.968 1.761 8.984
H 0.036 2.644 10.030
H -1.381 2.462 8.487
H -1.918 0.544 7.115
H -0.689 -0.467 7.809
H 0.813 1.648 6.776
H -0.637 2.017 5.957
H -1.505 0.541 4.127
H -1.559 -0.923 5.161
H -0.545 -0.817 3.828
C -0.558 -5.242 0.097
O -1.698 -5.865 -0.491
C -2.663 -4.885 -0.916
C -4.021 -5.480 -1.265
N -5.258 -5.079 -0.432
C -6.337 -6.101 -0.592
C -6.983 -6.028 -1.939
O -7.970 -6.999 -2.047
C -8.484 -7.090 -3.358
H 0.045 -4.775 -0.682
H 0.131 -5.913 0.609
H -0.785 -4.592 0.942
H -2.231 -4.439 -1.812
H -2.925 -4.092 -0.215
H -3.895 -6.553 -1.126
H -4.203 -5.289 -2.323
H -5.048 -4.923 0.543
H -7.156 -5.930 0.107
H -5.955 -7.103 -0.398
H -6.185 -6.163 -2.669
H -7.260 -4.981 -2.055
H -7.769 -7.144 -4.179
H -9.064 -6.207 -3.628
H -9.070 -7.999 -3.498
C -6.143 1.717 0.303
C -5.533 1.129 -0.978
O -4.324 1.804 -1.100
H -5.679 1.443 1.251
H -7.130 1.255 0.271
H -6.248 2.799 0.232
H -6.173 1.273 -1.848
H -5.235 0.086 -0.871
H -3.721 1.363 -0.497
C -2.948 3.389 1.897
C -2.083 2.507 1.026
O -2.639 1.212 0.954
H -2.924 3.102 2.948
H -4.021 3.303 1.731
H -2.677 4.441 1.800
H -1.106 2.407 1.500
H -1.993 2.802 -0.019
H -1.953 0.742 0.474